75
Properties=species:S:1:pos:R:3:forces:R:3 method="wB97M-V/def2-TZVPD" orbital_gap_ev=6.909 total_charge=+2 lumo_ha=-0.2738
N -38.995547 -7.142014 -19.710784 -1.69 -0.98 -1.92
H -38.550441 -7.144627 -20.617416 1.05 0.31 -0.09
H -39.929448 -6.828936 -19.934190 -0.64 -0.36 0.18
H -38.647362 -6.540673 -18.977819 1.44 0.70 0.77
H -39.046476 -8.103342 -19.405229 -0.22 -0.74 0.64
N -40.996032 -2.943469 -16.078393 -0.60 0.56 0.43
H -41.615639 -3.462746 -16.683821 -0.21 0.14 -0.10
H -40.780941 -2.002699 -16.376396 -0.69 0.82 -0.06
H -40.066672 -3.338388 -16.099049 1.43 -1.30 -0.17
H -41.331591 -2.981315 -15.126522 -0.32 0.34 0.48
N -40.663876 -3.376906 -20.129948 -2.00 -1.83 0.35
H -40.807246 -4.329705 -20.432811 0.78 -0.28 -1.85
H -40.883424 -2.672444 -20.819616 -0.27 0.31 -0.10
H -39.787642 -3.361979 -19.627876 1.99 0.49 0.30
H -41.325230 -3.566053 -19.390396 -1.05 1.81 0.55
C -36.209542 -3.581671 -17.504407 1.06 -0.14 0.23
F -35.579019 -3.463286 -18.687406 -1.18 -0.66 0.91
F -35.464316 -4.306519 -16.638650 -1.09 0.17 -1.06
F -36.307553 -2.360896 -16.982980 -0.73 -0.44 -0.20
S -37.965225 -4.395366 -17.726284 -0.49 2.00 3.35
O -37.785417 -5.800948 -17.936988 0.64 -0.57 0.36
O -38.753924 -4.070349 -16.478601 2.25 -0.86 -2.02
O -38.541408 -3.713312 -18.861809 0.17 0.33 -0.84
C -32.889168 -2.692842 -17.487726 0.06 -1.93 -0.57
C -33.309360 -1.380585 -17.975986 0.24 1.81 1.02
O -32.828489 -1.240686 -19.315565 -1.21 1.07 -1.03
C -33.174612 -0.089622 -19.982328 1.85 -0.84 0.03
O -33.566659 0.946414 -19.565847 -0.80 0.03 0.75
C -32.779332 -0.269777 -21.459926 -0.26 -0.86 -1.00
F -33.066768 0.724123 -22.271789 0.47 1.14 0.58
F -31.456414 -0.557218 -21.573275 -1.41 -0.14 0.02
F -33.596271 -1.249502 -21.946431 0.90 -0.81 0.38
H -31.821469 -2.897980 -17.565498 -0.10 0.11 0.04
H -33.444346 -3.312378 -18.192049 0.74 -0.85 0.01
H -33.270013 -3.018185 -16.519638 0.15 0.63 0.20
H -32.899821 -0.548937 -17.402640 -0.19 0.13 0.10
H -34.397179 -1.385654 -17.907203 -0.03 0.68 -0.48
C -41.399697 -7.036634 -14.951846 -0.43 -0.53 -0.56
C -40.059869 -7.101021 -15.772793 -2.44 2.68 3.19
O -39.533245 -8.324442 -15.465687 2.11 -3.30 -2.22
C -39.226504 -9.167249 -16.477824 -2.40 -0.04 -0.97
O -39.807481 -9.158366 -17.577198 2.19 0.67 1.98
C -38.372337 -10.394465 -15.975751 0.02 0.82 -1.17
F -37.065690 -10.362485 -16.283625 -0.56 0.79 0.39
F -38.575792 -10.491732 -14.697638 0.43 -0.23 1.25
F -38.853156 -11.434002 -16.589137 -0.72 -1.30 -0.55
H -41.889118 -6.069578 -14.836236 0.47 0.37 -0.15
H -41.294363 -7.456817 -13.951619 0.47 0.19 -0.01
H -42.176780 -7.658927 -15.395677 0.10 -0.16 -0.34
H -39.378307 -6.489212 -15.181798 0.05 0.94 -0.86
H -40.242585 -6.755140 -16.790183 0.57 -0.71 -0.16
Cl -38.081067 0.167893 -18.141117 -1.64 -0.35 -0.57
C -36.720306 1.042816 -17.459827 0.83 1.07 -0.07
C -37.143428 2.402921 -16.755075 -1.18 -1.91 0.26
Cl -37.920957 3.565367 -17.860761 0.61 -0.21 -0.02
H -36.071786 1.158509 -18.328231 0.22 0.48 0.30
H -36.320548 0.213810 -16.875846 0.53 0.97 0.82
H -36.467788 2.881610 -16.046231 0.66 -0.08 -0.80
H -37.967058 2.108384 -16.104704 -0.08 -0.08 0.08
Cl -38.637366 -0.808523 -13.642373 -0.77 -0.51 -0.33
C -37.257147 -1.940541 -13.985065 -0.49 1.88 0.03
C -36.563192 -2.204084 -12.686506 0.60 -1.53 0.12
Cl -37.286611 -3.553408 -11.688260 0.07 0.66 -0.65
H -36.676147 -1.243238 -14.588642 0.58 -0.43 0.07
H -37.552655 -2.760154 -14.640048 -0.12 -0.17 0.64
H -36.470869 -1.350979 -12.014357 -0.12 0.00 -0.40
H -35.579261 -2.568487 -12.981804 0.19 0.02 0.42
Cl -34.246153 -9.997660 -15.816118 -0.29 0.02 0.62
C -34.252827 -9.104207 -17.328278 1.49 0.30 -0.36
C -34.575231 -7.596845 -17.202329 -0.85 -0.95 0.07
Cl -34.081545 -6.796477 -18.685572 0.14 0.42 -0.82
H -34.831897 -9.635775 -18.083393 -0.57 0.34 0.27
H -33.233382 -9.262676 -17.680019 0.07 0.53 -0.09
H -34.140927 -7.009839 -16.393066 0.21 -0.73 0.15
H -35.659756 -7.497222 -17.157872 0.00 0.13 0.23